(1)
{"formula": "C4H13N3", "method": "ωB97M-V/def2-TZVPD", "homo_energy_ev": -17.84, "total_charge": 2, "e_tot_ev": -8812.448, "multiplicity": 1, "species": ["H", "C", "C", "H", "H", "N", "H", "H", "C", "C", "H", "H", "N", "H", "H", "N", "H", "H", "H", "H"], "positions_angstrom": [[-0.98481, -1.38644, 1.59238], [1.60475, -0.02403, 1.08678], [0.04517, 0.56902, -0.68915], [0.92218, -0.44347, 2.91003], [-0.08602, 1.63502, -0.59369], [-1.30010, 0.27519, -2.76894], [-0.41198, 0.12064, -3.24899], [-2.10378, 0.31806, -0.84714], [0.36885, -0.04424, 0.67004], [-1.19452, -0.08828, -1.29308], [-1.29186, -1.16492, -1.20311], [2.48457, 0.27798, 0.53587], [1.87032, -0.37812, 2.49407], [-1.55457, 1.26392, -2.81936], [2.31305, 0.42331, 2.96207], [-0.62259, -0.44164, 1.61207], [-2.04722, -0.24026, -3.24037], [0.86660, 0.26609, -1.33923], [2.50198, -1.16372, 2.56744], [-1.38004, 0.22590, 1.61229]]}

(2)
{"formula": "C31H31BrF40N2O8PS2", "method": "ωB97M-V/def2-TZVPD", "homo_energy_ev": -5.91, "total_charge": -1, "e_tot_ev": -261706.701, "multiplicity": 1, "species": ["O", "F", "F", "F", "C", "H", "F", "C", "C", "H", "F", "F", "C", "C", "F", "H", "H", "H", "C", "C", "F", "H", "H", "F", "F", "F", "F", "H", "C", "F", "S", "F", "H", "O", "H", "C", "F", "F", "H", "N", "F", "O", "S", "C", "H", "F", "O", "Br", "O", "C", "C", "C", "F", "H", "C", "F", "H", "O", "F", "F", "H", "C", "C", "F", "F", "O", "H", "H", "H", "F", "H", "F", "H", "F", "H", "F", "F", "H", "C", "F", "F", "O", "F", "F", "F", "C", "C", "H", "C", "H", "F", "C", "H", "F", "C", "F", "C", "C", "N", "C", "H", "H", "H", "F", "C", "P", "F", "H", "F", "C", "H", "C", "C", "C", "H", "C"], "positions_angstrom": [[0.66829, 7.25779, 6.91255], [5.01160, -0.03847, 1.10532], [2.92920, 3.39985, 2.87235], [3.70389, 5.95949, 2.08277], [3.72768, 4.93250, 1.19187], [2.85333, 0.69927, 0.63977], [1.47297, 4.29640, 1.54219], [2.31923, -8.23901, -3.56781], [2.74852, 3.82399, 1.60018], [-3.52719, 2.71431, -2.76991], [-7.88527, 3.64280, -0.05735], [-0.59297, -8.63143, -2.97156], [5.40730, 1.63669, 2.69937], [-7.02649, 3.95787, -1.06571], [6.75298, 1.44297, 2.64752], [0.66065, -4.21498, 3.91455], [0.94220, 6.15545, 3.12956], [1.37016, -6.64386, -1.70204], [-3.26700, -2.26151, -2.59659], [0.48130, -4.90381, 3.08001], [1.69698, -8.69687, -2.45689], [-0.54806, 2.27373, -2.61688], [1.52519, 1.70302, -1.75041], [1.43564, -6.73258, 1.93009], [1.12833, 4.31298, 4.98047], [-3.39667, 4.12319, -4.16393], [5.00810, 4.48180, 1.15715], [2.75597, 1.27886, 2.26997], [-4.13018, 3.52861, -3.18438], [-1.91305, 9.64854, 5.94109], [1.99016, -2.25281, -4.60981], [2.21725, -3.13487, 2.77358], [-2.65247, -0.85105, -0.31191], [2.17465, -6.82085, -3.63730], [-2.29677, -2.70097, -0.29584], [4.76368, 1.28494, 1.36262], [-5.79826, 3.58659, -0.63609], [5.33842, 1.97062, 0.33880], [3.14542, -2.93437, -4.18793], [-1.84526, -1.79732, -2.21530], [5.22424, 2.93243, 3.03765], [-2.48575, 0.53539, -2.51363], [1.59121, 3.12741, -4.09743], [-1.68633, -0.47838, -2.93668], [2.64817, -5.60835, 4.81515], [-0.74255, 5.10349, 3.11492], [0.99442, -2.83074, -1.68093], [3.47939, 0.12036, -3.26814], [0.47503, -4.22822, 1.81952], [2.72618, -5.96372, 3.78264], [1.39899, -1.40948, -1.88323], [3.24104, 1.47931, 1.30683], [-2.34540, -7.35492, -3.05649], [-3.40287, -3.42878, -2.43048], [-0.23623, -6.27176, -3.16330], [0.66568, -7.07491, 3.93528], [1.94043, -3.79516, -0.48839], [-7.40809, 3.13496, -2.16758], [3.53010, -2.90384, 0.32442], [-0.64030, 7.15812, 3.80468], [-1.10342, -7.38283, -1.50668], [-7.12587, 5.45686, -1.37779], [0.43886, 5.48733, 5.13733], [-6.70349, 6.20548, -0.32417], [3.64749, -8.46349, -3.37056], [2.78340, 2.70076, 0.72038], [-5.80084, 1.79801, -1.93704], [-1.74890, 8.45549, 7.53228], [-3.59494, -1.90169, -3.66273], [-6.14398, 3.99208, -4.37534], [-1.16906, 0.52979, -4.90828], [1.96363, -10.29917, -4.72335], [-3.98199, -1.75295, -1.79157], [0.98545, -2.12787, 1.30308], [-8.15440, 5.74214, -1.61348], [-6.34442, 5.80143, -2.43346], [-4.30751, 4.46325, -2.22422], [-0.87317, -1.47145, -0.18638], [1.34760, -6.16939, 3.16450], [3.01396, -4.98836, 0.68452], [-5.16509, 2.07905, -4.71129], [1.55842, -0.69888, -0.73278], [-0.79743, -5.09440, -2.74146], [-0.29218, -6.23781, -4.52139], [0.64493, 9.46736, 7.14900], [-1.06538, -7.42076, -2.60010], [0.05613, 6.00085, 3.75361], [-0.71382, -1.29281, -4.82708], [-1.90199, -1.65394, -0.71263], [1.52620, -5.20161, -2.64993], [-1.99060, 7.47587, 5.81944], [0.11221, 8.46628, 6.39560], [-6.89526, 1.53037, -3.25369], [3.41971, -7.13403, 3.80409], [1.55910, -3.32468, 1.60663], [0.56960, 8.66543, 5.13779], [-1.41858, 8.50775, 6.49162], [-6.36420, 2.32587, -2.71620], [0.71001, 0.20995, -3.88373], [2.48194, -3.75931, 0.46044], [3.48349, 5.32815, 0.20261], [-0.55754, -5.22981, 3.21521], [2.02232, 7.00804, 5.32256], [-0.66091, 5.17065, 5.87144], [1.33394, 6.43214, 5.95311], [0.73900, 1.73179, -2.97135], [3.48235, -5.08849, 3.08329], [5.01506, 1.00812, 3.50529], [0.55894, -8.68555, -5.12880], [1.23414, -6.25689, -2.71932], [2.46011, -8.63575, -5.70758], [1.86119, -8.94906, -4.84855], [-0.66435, -0.29415, -4.20514], [-5.44944, 3.00814, -3.74433], [1.98947, 5.79292, 6.55761], [1.67331, -0.82687, -3.39002]]}

(3)
{"formula": "C48H52AsN4O5Ti", "method": "ωB97M-V/def2-TZVPD", "homo_energy_ev": [-11.28, -13.49], "total_charge": 2, "e_tot_ev": -150760.696, "multiplicity": 2, "species": ["C", "C", "C", "H", "C", "H", "H", "C", "H", "H", "C", "Ti", "H", "C", "C", "O", "H", "H", "H", "H", "N", "H", "H", "H", "H", "H", "C", "C", "H", "C", "C", "C", "C", "C", "H", "O", "C", "H", "H", "H", "H", "C", "C", "O", "H", "H", "C", "C", "C", "C", "C", "H", "C", "C", "H", "H", "C", "C", "C", "H", "C", "H", "C", "C", "H", "C", "H", "H", "H", "H", "H", "C", "C", "C", "H", "N", "C", "H", "C", "C", "H", "C", "H", "H", "C", "N", "C", "H", "H", "C", "C", "H", "As", "O", "H", "C", "H", "C", "H", "H", "H", "N", "H", "H", "C", "C", "H", "C", "O", "H", "H"], "positions_angstrom": [[-2.36587, 1.37761, 4.50947], [3.10482, -2.64847, -1.80521], [1.97598, -1.41163, 0.81118], [1.05890, 4.24814, -4.41068], [-2.29591, 3.23368, 2.42793], [1.22547, 5.49809, 1.36342], [-0.37954, -2.92759, 3.45926], [-3.03793, 5.13070, 0.87741], [-3.54158, 4.20748, -5.07662], [-4.28943, 3.76646, 3.05727], [1.58180, 3.58939, 2.30033], [0.46508, 0.44404, -0.09724], [-4.66458, 4.73441, -2.11384], [-2.74234, 5.93934, -0.21362], [-0.63830, 4.80910, -0.52993], [-1.05384, -1.91119, -0.83659], [-3.47764, 2.46394, -4.96192], [1.26873, -4.14817, 0.17896], [1.25475, -3.11152, 2.81867], [3.96283, 3.34703, 0.62386], [1.22335, -1.53799, -0.48068], [-2.53910, -6.45934, 1.53490], [-4.62852, 1.74304, -1.50730], [-4.00303, 3.04778, -0.46929], [4.52288, 2.06588, -0.44557], [-0.37106, -6.16103, -2.52055], [2.76062, 3.04460, -1.13081], [2.89138, 4.36327, -1.56513], [-3.04340, -1.95302, -0.44559], [-1.95125, 1.83811, -1.69563], [3.72415, 0.10857, -2.80263], [2.25769, 4.80109, -2.71619], [-0.92935, 4.02498, 0.57411], [0.21969, -2.89094, 2.55059], [-1.54821, -4.74748, 3.01651], [2.72970, -2.22812, 1.22770], [-3.46330, 2.20025, 4.25768], [-3.44007, 6.71476, -0.50567], [2.18037, 1.81165, 3.37093], [-2.48706, 4.53102, -2.94921], [-5.50143, 2.36282, -3.85960], [-0.01214, -5.20333, -2.14859], [3.63048, 2.53228, -0.01631], [-1.12882, -0.16300, 1.12897], [3.47455, -2.61849, -2.82990], [-2.39197, 0.67830, 5.33660], [2.55659, -0.19707, -1.91131], [1.50384, 3.91585, -3.47796], [-1.22897, 1.47293, 3.71565], [-3.64707, 3.37257, -4.38299], [2.86914, 5.56210, 2.73663], [1.07924, -5.21484, -2.23087], [-0.32815, -3.86790, 1.54855], [-5.06022, 3.35626, -3.75179], [0.29526, 4.68779, -1.06868], [-6.03603, 3.68526, -1.84304], [-3.43182, 3.12710, 3.22719], [-1.81146, -5.76167, 1.14306], [-1.24199, -4.78369, 1.97629], [4.65288, -0.23575, -2.34454], [1.92806, 2.19578, -1.87025], [3.52639, 5.03639, -1.00006], [-2.55213, 3.51613, -3.33612], [0.18395, -2.60277, -0.72062], [0.01889, 0.89871, -3.42630], [0.63761, 1.60732, -3.97262], [1.37548, 1.02187, -4.53023], [-1.80904, -6.61229, -0.83522], [4.45143, 5.34250, 4.16595], [-5.71927, 4.03853, -4.28517], [0.21147, -1.85105, 2.20531], [1.33754, 2.59530, -3.07828], [-2.12782, 4.16091, 1.28320], [2.27370, -1.44426, -1.50528], [2.37972, 5.82770, -3.04274], [1.74133, 0.84250, -1.40896], [0.19257, -3.90922, 0.11766], [0.02431, 2.11828, -4.71604], [3.64462, 4.84848, 3.63941], [2.35650, 2.86678, 3.20165], [3.99324, 2.94879, 4.58009], [-5.03314, 3.71676, -2.26827], [-2.79109, -0.29361, 2.68040], [2.54010, -3.57109, -1.68803], [-1.55299, 5.78256, -0.91631], [-1.14496, 1.12309, -1.25119], [3.38692, 3.50332, 3.87511], [0.40052, -2.89473, -1.73536], [3.62708, -0.40092, -3.76193], [-1.20885, 2.39669, 2.68136], [-1.39526, -5.83623, -0.19966], [3.81911, 1.17406, -2.99760], [0.17530, 2.67516, 1.36988], [1.66004, -0.22362, 1.27706], [-1.57159, 3.24448, -3.72259], [-0.46634, -4.99838, -0.72921], [-0.37712, 0.83244, 3.90904], [1.83011, 4.93378, 2.06150], [-4.34443, 2.12293, 4.88262], [3.06707, 6.61212, 2.55959], [-2.12231, -3.05073, 0.56743], [-2.83910, 2.62628, -2.18060], [-0.38454, -4.43862, -2.83929], [3.15039, 1.78289, 0.60464], [-2.09754, -2.07644, 0.08474], [-4.17100, 2.73250, -1.49864], [-1.32896, 6.43211, -1.75447], [-2.01240, -1.01015, 1.14085], [-2.94187, -1.01935, 2.03969], [3.96083, -2.70963, -1.12853], [-3.96284, 5.28174, 1.42052]]}

(4)
{"formula": "C3H10NS", "method": "ωB97M-V/def2-TZVPD", "homo_energy_ev": [-20.65, -20.55], "total_charge": 2, "e_tot_ev": -15575.763, "multiplicity": 2, "species": ["H", "H", "H", "C", "H", "C", "H", "S", "H", "H", "H", "H", "N", "C", "H"], "positions_angstrom": [[-0.30213, -0.90240, -1.85164], [-0.53322, 0.76317, 1.77678], [-2.65157, 1.04575, -0.42853], [-0.92355, -0.15151, 0.06583], [-0.67614, -0.95637, 1.90860], [-1.56942, 1.01638, -0.58783], [-0.27571, -2.19744, -0.51961], [2.56775, 0.15363, 0.24338], [-1.18449, 1.17809, -1.59583], [-1.29500, 1.96928, -0.09983], [3.43325, 0.72980, 1.13245], [3.50872, -0.71303, -0.22433], [-0.86361, -0.10913, 1.37943], [-0.26220, -1.14628, -0.79756], [1.02732, -0.67994, -0.40132]]}

What did the first record say?
{"formula": "C4H13N3", "method": "ωB97M-V/def2-TZVPD", "homo_energy_ev": -17.84, "total_charge": 2, "e_tot_ev": -8812.448, "multiplicity": 1, "species": ["H", "C", "C", "H", "H", "N", "H", "H", "C", "C", "H", "H", "N", "H", "H", "N", "H", "H", "H", "H"], "positions_angstrom": [[-0.98481, -1.38644, 1.59238], [1.60475, -0.02403, 1.08678], [0.04517, 0.56902, -0.68915], [0.92218, -0.44347, 2.91003], [-0.08602, 1.63502, -0.59369], [-1.30010, 0.27519, -2.76894], [-0.41198, 0.12064, -3.24899], [-2.10378, 0.31806, -0.84714], [0.36885, -0.04424, 0.67004], [-1.19452, -0.08828, -1.29308], [-1.29186, -1.16492, -1.20311], [2.48457, 0.27798, 0.53587], [1.87032, -0.37812, 2.49407], [-1.55457, 1.26392, -2.81936], [2.31305, 0.42331, 2.96207], [-0.62259, -0.44164, 1.61207], [-2.04722, -0.24026, -3.24037], [0.86660, 0.26609, -1.33923], [2.50198, -1.16372, 2.56744], [-1.38004, 0.22590, 1.61229]]}